No. 1
Here is 6 unconnected molecules or ions with the total composition C38H84N8O6 from OMol25. Energies are from the ωB97M-V functional and the def2-TZVPD basis.

* total charge: 0
* SMILES string: CC1(C)CCCC(C)(C)N1O.CC1(C)CCCC(C)(C)N1O.CC1(C)CCCC(C)(C)N1O.CC1(C)CCCC(C)(C)N1O.NC(N)=O.NC(N)=O
* multiplicity: 1

Cartesian coordinates (Å):
C: -2.480 -0.369 3.340
C: -3.928 -0.552 2.824
C: -4.534 0.861 3.153
C: -5.912 1.084 2.508
C: -5.684 1.002 1.026
C: -5.107 -0.410 0.518
N: -3.930 -0.643 1.349
O: -3.192 -1.765 0.903
C: -6.161 -1.464 0.760
C: -4.803 -0.228 -0.954
C: -4.562 -1.757 3.575
H: -2.057 0.564 2.969
H: -1.754 -1.106 2.995
H: -2.381 -0.471 4.421
H: -4.673 0.908 4.233
H: -3.836 1.689 3.035
H: -6.337 2.056 2.757
H: -6.586 0.315 2.886
H: -4.919 1.758 0.850
H: -6.562 1.305 0.456
H: -6.803 -1.339 -0.112
H: -5.682 -2.433 0.613
H: -6.759 -1.295 1.656
H: -4.472 -1.115 -1.494
H: -5.718 0.099 -1.447
H: -4.058 0.547 -1.135
H: -5.641 -1.910 3.603
H: -4.432 -1.748 4.657
H: -4.097 -2.709 3.320
H: -2.549 -1.435 0.271
C: 4.229 -5.757 1.956
C: 3.536 -4.446 1.802
C: 3.792 -4.020 0.302
C: 2.974 -2.854 -0.057
C: 1.521 -3.332 0.045
C: 1.102 -3.705 1.480
N: 2.067 -4.667 2.076
O: 1.796 -5.270 3.386
C: 0.885 -2.391 2.225
C: -0.271 -4.396 1.433
C: 4.238 -3.466 2.762
H: 3.690 -6.450 1.310
H: 4.077 -6.138 2.966
H: 5.294 -5.579 1.803
H: 4.822 -3.709 0.124
H: 3.707 -4.895 -0.343
H: 3.039 -2.516 -1.092
H: 3.230 -1.917 0.436
H: 1.353 -4.186 -0.611
H: 0.841 -2.529 -0.239
H: 0.987 -2.306 3.307
H: 1.685 -1.667 2.071
H: -0.034 -1.900 1.905
H: -0.533 -4.646 2.461
H: -1.026 -3.729 1.017
H: -0.338 -5.350 0.908
H: 3.623 -2.610 3.040
H: 5.153 -3.066 2.324
H: 4.523 -3.805 3.758
H: 1.870 -4.531 3.994
C: 2.393 1.015 3.747
C: 3.117 2.214 4.412
C: 4.615 1.867 4.699
C: 5.419 1.756 3.420
C: 5.350 3.098 2.658
C: 3.925 3.645 2.383
N: 3.005 3.444 3.541
O: 1.665 3.920 3.354
C: 4.142 5.203 2.156
C: 3.370 2.880 1.172
C: 2.437 2.427 5.782
H: 1.376 1.349 3.541
H: 2.299 0.245 4.513
H: 2.894 0.586 2.880
H: 5.143 2.405 5.486
H: 4.680 0.922 5.237
H: 5.169 0.973 2.705
H: 6.434 1.440 3.661
H: 5.722 2.856 1.662
H: 5.855 3.868 3.241
H: 3.151 5.641 2.041
H: 4.435 5.678 3.093
H: 4.797 5.414 1.311
H: 2.480 3.431 0.872
H: 4.011 3.067 0.310
H: 3.271 1.798 1.269
H: 1.371 2.559 5.600
H: 2.946 3.332 6.117
H: 2.556 1.616 6.499
H: 1.404 3.616 2.482
C: -3.384 -0.045 -3.899
C: -2.504 -0.719 -4.954
C: -3.368 -0.895 -6.219
C: -3.576 0.470 -7.000
C: -2.179 1.064 -7.287
C: -1.244 1.199 -6.078
N: -1.246 -0.087 -5.352
O: -0.259 -0.141 -4.447
C: 0.213 1.503 -6.615
C: -1.639 2.373 -5.237
C: -2.288 -2.219 -4.509
H: -2.816 0.257 -3.018
H: -4.167 -0.747 -3.614
H: -3.928 0.845 -4.215
H: -2.954 -1.510 -7.018
H: -4.348 -1.295 -5.958
H: -4.049 1.223 -6.369
H: -4.193 0.272 -7.875
H: -2.423 2.055 -7.671
H: -1.657 0.470 -8.038
H: 0.633 0.697 -7.216
H: 0.266 2.335 -7.317
H: 0.934 1.606 -5.804
H: -1.425 3.254 -5.841
H: -2.665 2.495 -4.891
H: -1.026 2.465 -4.340
H: -1.642 -2.678 -5.257
H: -3.215 -2.790 -4.539
H: -1.838 -2.338 -3.523
H: 0.390 -0.708 -4.869
C: -0.323 0.445 -0.608
O: -1.215 -0.273 -0.127
N: 0.805 0.626 -0.061
N: -0.291 1.005 -1.697
H: 0.749 -0.061 0.677
H: 1.602 0.983 -0.569
H: -0.971 0.814 -2.420
H: 0.556 1.538 -1.837
C: 2.374 3.435 -2.715
O: 2.373 2.432 -1.964
N: 3.208 4.417 -2.519
N: 1.560 3.580 -3.800
H: 3.962 4.365 -1.849
H: 3.136 5.042 -3.309
H: 0.963 2.818 -4.088
H: 1.456 4.549 -4.068

No. 2
Here is 11 unconnected molecules or ions with the total composition C38H85N3O28P6S2 from OMol25. Energies are from the ωB97M-V functional and the def2-TZVPD basis.

* total charge: 0
* SMILES string: COP(=O)(OC)OC.COP(=O)(OC)OC.COP(=O)(OC)OC.COP(=O)(OC)OC.COP(=O)(OC)OC.COP(=O)(OC)OC.O=S1(=O)CCCC1.O=S1(=O)CCCC1.c1cc[nH]c1.c1cc[nH]c1.c1cc[nH]c1
* multiplicity: 1

Cartesian coordinates (Å):
C: -0.527 3.560 -7.267
C: -1.397 4.508 -8.062
C: -2.699 3.796 -8.312
S: -2.408 1.976 -8.358
O: -2.301 1.631 -9.774
O: -3.438 1.408 -7.495
C: -0.657 2.083 -7.658
H: -0.588 3.573 -6.178
H: 0.529 3.771 -7.434
H: -1.005 4.742 -9.051
H: -1.551 5.420 -7.486
H: -3.245 3.975 -9.238
H: -3.279 3.945 -7.401
H: -0.025 1.821 -8.507
H: -0.598 1.319 -6.882
C: 7.371 7.138 -1.453
C: 6.810 6.497 -2.818
C: 7.867 6.783 -3.923
S: 8.034 8.623 -3.757
O: 6.784 9.318 -4.159
O: 9.330 9.017 -4.277
C: 8.027 8.505 -1.955
H: 8.120 6.449 -1.062
H: 6.634 7.210 -0.653
H: 5.964 7.093 -3.159
H: 6.591 5.431 -2.875
H: 7.599 6.602 -4.964
H: 8.838 6.333 -3.718
H: 7.691 9.484 -1.614
H: 9.094 8.358 -1.789
C: 6.700 -11.425 -0.702
O: 6.065 -10.208 -1.051
P: 6.932 -8.909 -0.762
O: 7.925 -8.649 -1.791
O: 5.839 -7.692 -0.482
C: 4.686 -7.920 0.302
O: 7.620 -9.110 0.704
C: 8.388 -7.984 1.122
H: 7.065 -11.423 0.325
H: 7.450 -11.853 -1.366
H: 5.876 -12.135 -0.780
H: 4.731 -8.887 0.801
H: 3.915 -7.999 -0.465
H: 4.540 -7.100 1.005
H: 8.516 -8.085 2.200
H: 7.853 -7.065 0.882
H: 9.392 -7.974 0.697
C: -0.231 -10.352 -4.855
O: -1.004 -9.460 -5.585
P: -0.422 -8.249 -6.514
O: -0.283 -6.907 -5.865
O: 0.978 -8.943 -7.116
C: 1.644 -8.093 -8.126
O: -1.262 -8.303 -7.928
C: -1.765 -7.170 -8.541
H: -0.660 -11.293 -5.199
H: -0.376 -10.386 -3.775
H: 0.840 -10.345 -5.060
H: 1.295 -8.274 -9.143
H: 2.707 -8.330 -8.084
H: 1.509 -7.030 -7.926
H: -1.248 -6.953 -9.476
H: -1.469 -6.329 -7.913
H: -2.830 -7.258 -8.756
C: 2.441 3.502 8.173
O: 3.019 4.815 8.320
P: 3.279 5.474 9.850
O: 3.832 4.531 10.877
O: 4.247 6.731 9.650
C: 3.720 7.923 9.204
O: 1.825 6.042 10.205
C: 1.440 6.078 11.623
H: 3.007 2.900 7.462
H: 1.457 3.660 7.732
H: 2.354 2.895 9.074
H: 2.965 7.766 8.433
H: 4.375 8.679 8.771
H: 3.070 8.363 9.960
H: 1.892 5.360 12.306
H: 0.383 6.032 11.889
H: 1.656 7.108 11.907
C: -1.854 -7.492 5.575
O: -3.053 -7.838 4.931
P: -3.166 -9.094 3.919
O: -1.914 -9.771 3.495
O: -4.110 -8.523 2.693
C: -3.610 -7.510 1.853
O: -4.215 -10.019 4.589
C: -3.884 -11.174 5.329
H: -2.017 -6.974 6.520
H: -1.374 -6.810 4.872
H: -1.217 -8.365 5.721
H: -2.532 -7.352 1.879
H: -4.043 -6.542 2.104
H: -3.871 -7.759 0.824
H: -3.001 -11.801 5.205
H: -4.745 -11.839 5.389
H: -4.007 -11.034 6.403
C: -1.022 10.539 3.971
O: -1.154 11.482 2.901
P: 0.112 11.476 1.840
O: 1.464 11.437 2.424
O: -0.093 12.834 0.898
C: 0.772 13.005 -0.269
O: -0.248 10.327 0.856
C: -1.495 10.136 0.367
H: -1.995 10.052 4.034
H: -0.752 11.093 4.870
H: -0.304 9.732 3.828
H: 1.069 12.105 -0.808
H: 1.666 13.430 0.187
H: 0.117 13.638 -0.868
H: -2.281 9.759 1.021
H: -1.399 9.374 -0.407
H: -1.733 11.120 -0.036
C: -9.706 -4.779 2.527
O: -9.924 -4.713 1.114
P: -10.810 -5.758 0.243
O: -10.975 -6.998 1.049
O: -12.117 -4.898 -0.107
C: -12.980 -4.293 0.906
O: -9.974 -5.828 -1.123
C: -9.785 -4.633 -1.726
H: -9.549 -5.802 2.869
H: -10.462 -4.325 3.167
H: -8.752 -4.293 2.733
H: -12.552 -3.335 1.201
H: -12.919 -4.880 1.823
H: -14.067 -4.320 0.825
H: -10.701 -4.306 -2.217
H: -9.050 -4.722 -2.527
H: -9.365 -3.828 -1.122
N: -0.852 -0.644 -1.465
C: 0.383 -0.286 -0.889
C: 0.349 1.042 -0.514
C: -0.918 1.546 -0.738
C: -1.694 0.452 -1.205
H: -1.036 -1.435 -2.066
H: 1.234 -0.949 -0.946
H: 1.162 1.550 -0.017
H: -1.247 2.573 -0.691
H: -2.739 0.460 -1.479
N: 8.862 2.119 3.832
C: 9.980 2.809 4.264
C: 10.978 2.528 3.295
C: 10.370 1.690 2.343
C: 9.063 1.369 2.677
H: 7.999 2.163 4.354
H: 10.105 3.371 5.177
H: 12.033 2.757 3.250
H: 10.892 1.367 1.454
H: 8.264 0.797 2.227
N: -10.268 6.196 -2.038
C: -9.185 6.521 -1.239
C: -8.852 5.397 -0.561
C: -9.736 4.331 -0.947
C: -10.534 4.813 -1.916
H: -10.692 6.849 -2.683
H: -8.820 7.537 -1.264
H: -8.013 5.276 0.108
H: -9.644 3.365 -0.474
H: -11.306 4.367 -2.527

For reference, ΔE to the lowest compared entry with this formula, charge and spin by record: 335.49, 734.25 kJ/mol.
For reference, E_HOMO by record: -7.180, -8.245 eV.